ORCA calculation (ωB97M-V/def2-TZVPD) on a 7-piece molecular cluster, C28H41N7 overall at a distorted geometry.

```
76
Properties=species:S:1:pos:R:3:forces:R:3:mulliken_charge:R:1
C -18.610147 30.782940 -18.864982 0.0 -0.6 -0.5 -0.06
C -19.836298 30.715764 -18.147697 0.3 0.5 0.7 -0.69
C -20.426599 31.950496 -18.263310 -0.3 0.0 -0.5 -0.52
N -19.660816 32.702837 -19.105477 0.0 0.1 0.1 0.03
C -18.554761 31.992618 -19.490728 0.1 0.7 0.4 -0.76
H -17.868779 30.011884 -18.999588 0.0 0.0 0.2 0.43
H -20.156502 29.948570 -17.462068 0.0 -0.1 -0.2 0.58
H -21.357064 32.361567 -17.908267 0.0 -0.2 0.2 0.38
H -19.872351 33.658504 -19.331300 0.1 -0.1 -0.1 0.19
H -17.771590 32.471279 -20.052401 0.0 -0.2 -0.2 0.43
C -17.945872 29.455962 -24.452028 0.0 0.0 -0.1 -0.09
C -18.218003 29.888217 -25.780325 -0.3 -0.4 0.0 -0.71
C -17.566838 31.067876 -25.974826 0.3 0.0 -0.2 -0.81
N -16.879379 31.357056 -24.827736 -0.2 0.2 0.0 0.10
C -17.133864 30.400971 -23.885002 0.6 -0.1 0.0 -0.92
H -18.263215 28.532341 -23.999604 -0.1 0.1 0.1 0.53
H -18.827994 29.383157 -26.512698 -0.1 0.0 0.1 0.68
H -17.531091 31.679012 -26.860097 0.1 0.2 0.1 0.42
H -16.264252 32.137908 -24.685828 -0.1 0.0 0.0 0.21
H -16.598794 30.431739 -22.948997 -0.2 -0.1 0.1 0.58
C -11.385938 24.344884 -23.223218 0.2 0.3 -0.7 -0.72
C -11.688090 25.731719 -23.341863 0.2 0.3 0.0 -0.26
C -12.288274 26.123252 -22.178823 -0.2 -0.4 0.3 -0.67
N -12.375832 25.012900 -21.374739 0.0 0.3 0.2 0.00
C -11.809879 23.937859 -22.003509 -0.6 -0.3 0.6 -0.51
H -10.923736 23.717591 -23.966433 0.0 0.0 0.0 0.39
H -11.443396 26.410756 -24.142456 -0.1 -0.1 -0.1 0.50
H -12.682121 27.063422 -21.834066 0.1 0.1 -0.1 0.70
H -12.766011 25.021011 -20.449190 0.1 -0.1 0.0 0.21
H -11.850772 22.956109 -21.563804 0.1 0.0 0.1 0.39
C -13.706647 28.690971 -23.960506 0.0 0.4 -0.3 0.37
C -13.319825 29.621154 -22.963107 0.1 -0.1 0.3 -0.42
C -12.283976 30.364118 -23.460850 -0.2 0.3 -0.2 -0.84
N -12.051272 29.947624 -24.746191 -0.3 -0.1 -0.3 -0.01
C -12.932993 28.951458 -25.065128 -0.3 -0.5 0.3 -1.24
H -14.485834 27.951995 -23.875858 0.0 0.0 -0.1 0.52
H -13.752332 29.721139 -21.980615 0.0 0.0 0.0 0.46
H -11.758716 31.192095 -23.017483 0.1 0.0 -0.1 0.44
H -11.461193 30.367489 -25.440049 0.2 0.2 0.3 0.20
H -12.944375 28.469790 -26.028565 0.1 0.1 0.0 0.50
C -16.874801 26.312793 -22.705784 0.3 0.2 -0.3 -0.67
C -16.284072 25.815346 -21.391742 0.1 0.0 -0.7 -0.33
C -16.575116 26.729128 -20.215024 -0.3 -0.4 0.7 -0.26
C -16.094098 28.094974 -20.371566 0.1 0.1 -0.1 0.39
N -15.689346 29.165456 -20.464839 0.0 0.0 -0.1 -0.53
H -17.960013 26.268088 -22.804642 0.0 -0.1 0.3 0.50
H -16.455743 25.738845 -23.534870 0.0 0.0 0.0 0.23
H -16.575785 27.353171 -22.863265 -0.1 0.0 -0.1 -0.19
H -15.203000 25.747153 -21.540160 0.0 0.0 0.1 0.04
H -16.624805 24.800960 -21.185996 -0.1 0.0 0.2 0.46
H -16.119748 26.332894 -19.300834 0.0 0.0 -0.1 0.43
H -17.646731 26.761436 -19.995915 0.0 0.1 -0.1 -0.07
C -16.157534 26.400816 -26.518676 0.6 0.1 0.1 -0.92
C -16.135744 26.460174 -28.037542 -0.2 0.2 0.3 -0.66
C -17.088867 27.501851 -28.630362 -0.2 -0.2 -0.1 -0.25
C -18.501904 27.218051 -28.356551 0.1 0.1 0.1 0.17
N -19.612395 27.030288 -28.134119 0.0 -0.1 0.0 -0.50
H -15.397963 25.681314 -26.200324 -0.2 -0.1 0.1 0.43
H -17.124851 26.099952 -26.120131 -0.1 0.1 0.0 0.44
H -15.849404 27.351899 -26.074443 -0.3 0.1 0.0 0.08
H -16.390848 25.466368 -28.407554 0.1 0.1 -0.3 0.32
H -15.133188 26.739653 -28.362564 0.0 -0.2 -0.1 0.33
H -16.972888 27.532680 -29.715222 0.0 0.1 0.0 0.34
H -16.881177 28.495943 -28.228489 0.1 0.0 0.0 0.24
C -21.023073 27.176522 -19.557838 -0.1 -0.8 0.7 -1.08
C -22.093250 28.233790 -19.453177 0.3 1.2 -0.9 -0.14
C -22.361442 28.830256 -20.851912 0.3 -0.6 -0.4 -0.41
C -23.456315 29.782119 -20.865549 -0.3 0.1 -0.1 0.11
N -24.338225 30.517096 -20.867636 0.0 0.0 0.0 -0.45
H -20.092776 27.580691 -19.955512 -0.1 0.0 -0.3 0.08
H -21.375846 26.317209 -20.134721 0.2 0.2 -0.3 0.43
H -20.777939 26.752322 -18.577951 0.0 0.2 0.0 0.39
H -21.702077 29.105027 -18.924355 -0.2 -0.3 0.6 -0.01
H -23.031305 27.909659 -19.010919 0.1 -0.2 0.1 0.42
H -22.560127 28.045146 -21.590425 -0.2 0.0 0.1 0.36
H -21.463953 29.321573 -21.239174 0.0 0.1 0.2 0.27
```
Forces are in eV/Å.

For the gap between HOMO and LUMO, the calculation gives 8.67 eV. Its SMILES is c1cc[nH]c1.c1cc[nH]c1.c1cc[nH]c1.c1cc[nH]c1.CCCC#N.CCCC#N.CCCC#N.



ORCA calculation (ωB97M-V/def2-TZVPD) on C28H42AsF6O21 as an isolated structure at a distorted geometry.

```
98
Properties=species:S:1:pos:R:3:forces:R:3:mulliken_charge:R:1
As -0.117416 -0.296232 -0.437458 1.7 0.4 -1.9 2.19
F 1.328064 -1.170602 -1.215628 -1.8 1.3 0.8 -0.52
F 0.622014 1.304028 -0.631458 0.0 -1.4 0.8 -0.45
F -1.468296 0.608868 0.353612 1.0 -1.8 -0.3 -0.43
F -0.875056 -1.918092 -0.454878 -0.1 1.5 0.6 -0.49
F 0.704084 -0.705632 1.116922 -1.3 0.6 -0.9 -0.55
F -0.783906 0.045398 -2.069678 0.1 -0.8 1.3 -0.61
C 3.499974 -0.352602 3.538212 0.1 0.5 1.0 -1.34
C 3.537374 -1.743492 4.026872 -1.1 -0.1 -1.4 0.95
C 4.243974 -2.600782 3.019092 -0.7 -2.1 -0.5 -0.18
O 5.156684 -3.305542 3.837952 1.8 -0.7 -2.2 -0.34
C 5.294004 -2.698922 4.961922 3.7 -1.7 5.2 0.59
O 6.137114 -2.980562 5.835982 -2.2 1.0 -2.7 -0.62
O 4.321134 -1.848882 5.165192 -1.0 1.2 1.5 -0.39
H 2.821914 0.180798 4.204422 -0.5 0.5 -0.8 0.31
H 3.279134 -0.458382 2.476072 -0.3 1.1 0.1 0.36
H 4.472104 0.067558 3.796152 0.2 0.2 -0.8 0.38
H 2.504024 -2.071942 4.138322 0.0 -0.4 0.8 -0.13
H 4.616954 -2.009932 2.182502 0.9 -0.1 0.2 0.31
H 3.721254 -3.467712 2.614992 -0.8 0.7 -0.4 0.19
C -0.410326 3.139328 2.449172 -0.8 1.9 -0.5 -1.37
C -1.640836 4.101008 2.616592 1.4 -1.5 -0.9 0.69
C -2.850756 3.254868 2.725672 -1.3 0.9 -1.3 0.54
O -3.429576 3.801718 3.902712 -5.4 -3.7 -1.0 -0.40
C -2.645856 4.493108 4.597132 2.3 2.0 4.3 0.71
O -2.747776 4.910098 5.748292 -0.5 -0.8 -2.5 -0.62
O -1.562116 4.611078 3.882272 3.7 2.5 1.8 -0.42
H 0.464774 3.787288 2.498842 0.3 -0.5 -0.2 0.41
H -0.513916 2.585508 1.516082 0.4 0.0 0.0 0.17
H -0.422886 2.462208 3.303242 0.0 0.0 0.0 0.39
H -1.809816 4.961838 1.969662 0.6 -0.3 -0.7 0.10
H -2.558646 2.205008 2.701852 -0.6 -0.1 0.8 -0.65
H -3.548556 3.466198 1.915422 -0.1 -0.4 0.0 0.37
C -3.577006 1.469608 -4.426148 -0.6 -1.3 -1.0 -1.42
C -4.060826 0.029428 -4.776488 1.8 1.9 -2.2 0.67
C -3.805846 -0.917572 -3.685628 -0.5 -1.1 0.5 0.08
O -5.074446 -1.591632 -3.660028 0.1 -1.2 1.9 -0.39
C -5.946186 -1.133402 -4.564328 -1.7 -0.4 0.9 0.62
O -7.042056 -1.604722 -4.744228 1.4 0.6 -0.1 -0.57
O -5.440016 -0.039942 -5.104958 -0.1 0.8 -0.6 -0.38
H -2.524826 1.363878 -4.161898 0.0 0.2 0.3 0.30
H -4.183456 1.873208 -3.615328 0.2 0.0 0.1 0.38
H -3.635466 2.108188 -5.307568 -0.1 0.1 0.1 0.42
H -3.542686 -0.356052 -5.654568 0.2 0.5 -0.4 0.19
H -3.431236 -0.310032 -2.861808 -1.0 -0.6 1.1 -0.07
H -3.096886 -1.738252 -3.795008 0.3 0.4 -0.6 0.19
C 3.627204 -1.146102 -4.204708 0.4 0.3 -0.2 -1.39
C 3.278194 0.336248 -4.328008 -0.4 -0.5 -1.1 0.30
C 2.131124 0.788948 -3.414188 1.7 -0.7 0.4 0.06
O 2.899964 0.955808 -2.199718 2.1 1.4 -0.3 -0.05
C 4.210304 1.339648 -2.592088 2.4 1.2 5.5 0.53
O 5.128704 1.764178 -1.794478 -4.8 -1.9 -3.8 -0.65
O 4.365884 1.106948 -3.861408 1.1 0.5 -0.2 -0.34
H 3.824274 -1.415062 -3.166958 -0.7 -0.1 0.2 0.22
H 4.589774 -1.377772 -4.660658 -0.1 0.3 -0.5 0.44
H 2.861064 -1.735852 -4.708008 0.0 -0.2 0.4 0.35
H 3.219814 0.677228 -5.361658 -0.6 -0.4 -0.1 0.44
H 1.441744 -0.020212 -3.173158 -0.4 0.5 -0.4 0.15
H 1.752574 1.763638 -3.722058 -0.5 -0.3 0.0 0.00
C -0.279856 -5.066252 -1.244688 1.6 1.3 -0.2 -1.01
C 1.288874 -4.895502 -0.919128 -2.2 -0.4 1.0 0.47
C 1.516774 -3.920742 0.312362 0.6 -0.8 -1.5 0.75
O 2.560284 -4.614772 1.046192 -0.9 0.3 0.0 -0.23
C 2.599994 -5.905512 0.702862 1.8 -3.6 1.4 0.47
O 3.297964 -6.755942 1.311442 -2.9 3.3 -2.7 -0.60
O 1.764404 -6.167332 -0.376378 1.2 1.1 0.9 -0.39
H -0.645196 -5.929892 -1.800338 0.7 -0.4 0.4 0.40
H -0.519916 -4.234742 -1.907308 -0.1 0.3 0.1 0.23
H -0.839556 -4.911002 -0.322338 -0.1 -0.3 0.0 0.15
H 1.850274 -4.578782 -1.798118 0.1 -0.3 0.1 0.30
H 0.557834 -3.827422 0.822102 0.3 -0.2 0.6 -0.57
H 1.914414 -2.930502 0.090062 -0.2 -0.2 -0.3 -0.12
C -0.531156 3.753738 -2.804168 0.4 -0.6 0.9 -1.02
C -0.521526 4.741358 -1.602908 0.9 -0.8 -1.9 0.93
C 0.105764 6.125088 -1.784978 3.4 -2.4 -0.7 -0.63
O -0.538616 6.859598 -0.824668 0.3 2.0 0.5 -0.30
C -1.712126 6.332328 -0.600138 -4.0 0.8 0.4 0.60
O -2.624506 6.887158 -0.001258 2.1 -1.7 -0.9 -0.60
O -1.815216 5.139078 -1.269528 -1.7 0.5 1.4 -0.33
H 0.416434 3.223188 -2.897458 0.9 1.1 -0.4 0.16
H -0.910446 4.130598 -3.754018 0.2 0.2 0.2 0.48
H -0.991756 2.786668 -2.602388 -1.3 0.4 0.6 0.02
H -0.040686 4.278128 -0.741338 -0.1 -0.3 0.1 0.00
H 0.216404 6.488648 -2.806588 -1.2 0.6 0.0 0.30
H 1.151064 6.044338 -1.486768 0.2 0.1 0.2 0.34
C -2.049396 -0.623212 4.015422 -0.3 0.5 -0.6 -1.61
C -1.835926 -1.755212 3.022182 2.1 2.3 1.5 1.29
C -0.918866 -2.822922 3.573892 1.0 3.2 0.1 0.14
O -1.625946 -3.953352 3.217072 -0.1 -4.8 -0.4 -0.28
C -2.830646 -3.710422 2.885342 1.9 3.0 -0.1 0.78
O -3.613316 -4.545052 2.347732 -0.5 -0.1 0.4 -0.12
O -3.069056 -2.422792 2.968812 -3.4 -2.1 -1.1 -0.31
H -2.575296 0.141948 3.444412 -0.4 0.1 0.6 0.26
H -1.162806 -0.125122 4.407822 0.4 -0.4 -0.3 0.40
H -2.609466 -1.032052 4.856412 -0.2 0.4 0.0 0.46
H -1.546696 -1.359162 2.048732 -0.2 -0.4 -0.2 -0.36
H -0.785566 -2.701452 4.648862 -0.2 -0.6 0.1 0.35
H 0.044554 -2.689702 3.081782 0.0 -0.9 -0.1 -0.02
```
Forces are in eV/Å.

Its multiplicity is 2. For the gap between HOMO and LUMO (spin up / spin down), the calculation gives 7.93 / 2.11 eV.